Record 1
The following is a DFT calculation (ωB97M-V with the def2-TZVPD basis set) of an isolated molecule of C21H12F3NO2 at a distorted geometry.

```
39
C21H12F3NO2 | the OMol25 dataset | ωB97M-V with the def2-TZVPD basis set
H 0.948 -4.178 -2.728
H -4.673 -2.386 3.196
F 2.447 2.705 3.422
C -1.205 -0.948 -0.394
N -0.477 -1.706 0.502
C -0.240 -2.955 -4.061
H 2.015 -2.382 2.312
C 3.259 -0.778 2.978
O 1.020 -3.460 0.385
F -3.912 2.085 3.167
C -0.340 -1.246 2.173
C -4.395 -0.241 3.186
C -3.465 0.777 3.061
C -2.125 0.543 2.696
C 0.263 -2.699 -0.162
H -1.489 1.406 2.382
C -2.648 -1.825 2.743
H 0.158 1.516 3.063
H -0.234 -2.345 2.323
H 0.037 -3.503 -4.963
C -1.716 -0.798 2.588
H 4.428 1.032 3.417
C 0.270 -3.316 -2.777
C -1.108 -1.886 -4.190
H -2.303 -2.860 2.634
C 2.032 -1.324 2.615
H -5.429 0.019 3.474
F 4.396 -1.578 3.047
C 1.009 0.838 2.949
C -3.989 -1.570 3.058
C 3.452 0.583 3.218
H -2.206 -0.321 -3.173
C 2.300 1.346 3.211
C 0.863 -0.521 2.616
C -0.104 -2.575 -1.638
C -1.500 -1.155 -3.032
H -1.466 -1.636 -5.185
O -1.913 0.025 -0.081
C -0.980 -1.517 -1.775
```

For the largest force on an atom, the calculation gives 0.074 hartree/bohr. Its orbital gap is 9.05 eV. As for the electronic energy: -1312.26652 hartree. Its SMILES is O=C1c2ccccc2C(=O)N1[C@H](c1cccc(F)c1)c1cc(F)cc(F)c1.

natural (NBO) atomic charge list, values in e, 8 entries: number 1, H, carries 0.231; number 2, H, carries 0.223; number 3, F, carries -0.329; number 4, C, carries 0.674; number 5, N, carries -0.494; number 6, C, carries -0.203; number 7, H, carries 0.263; number 8, C, carries 0.414


Record 2
The following is a DFT calculation (ωB97M-V with the def2-TZVPD basis set) of an isolated molecule of C4H6ClN3 at a distorted geometry.

```
14
C4H6ClN3 | the OMol25 dataset | ωB97M-V with the def2-TZVPD basis set
N -0.383 1.541 1.178
C 0.263 -0.336 -0.439
H -0.451 1.714 2.141
C 1.320 -1.145 -0.129
H 1.872 -1.755 -0.769
H 0.325 0.826 -2.105
N 0.699 -0.503 1.851
N 1.466 -1.219 1.234
Cl -1.914 -0.715 1.237
H -1.303 0.227 -1.556
C -0.297 0.141 0.920
H -1.135 2.077 0.687
H -0.176 -0.865 -2.437
C -0.287 0.012 -1.812
```

For the largest force on an atom, the calculation gives 0.078 hartree/bohr. Its orbital gap is 9.10 eV. As for the electronic energy: -780.40934 hartree. Its relative energy (zero: lowest compared OMol25 entry of this formula, charge and spin) is 2.884 eV. Its SMILES is CC1=CN=N[C@]1(N)Cl.

natural (NBO) atomic charge list, values in e, 8 entries: number 1, N, carries -0.815; number 2, C, carries 0.068; number 3, H, carries 0.387; number 4, C, carries -0.129; number 5, H, carries 0.213; number 6, H, carries 0.238; number 7, N, carries -0.142; number 8, N, carries -0.118


Record 3
The following is a DFT calculation (ωB97M-V with the def2-TZVPD basis set) of an isolated molecule of C6H13N.

```
20
C6H13N | the OMol25 dataset | ωB97M-V with the def2-TZVPD basis set
H 3.421 -0.356 0.251
H 3.084 0.084 1.929
H -3.085 0.296 0.035
C 2.853 0.330 0.887
H -1.999 -1.897 -0.790
H -3.119 1.219 -1.489
C 0.870 -0.234 -0.744
N -1.193 0.906 -0.806
H -0.530 -2.243 0.138
H 1.168 0.462 -1.534
H 3.222 1.343 0.702
H -1.832 -1.288 0.859
C -0.636 -0.219 -0.613
H -2.719 2.038 0.019
H 1.258 -1.231 -0.993
H 0.916 1.260 0.726
H 0.856 -0.351 1.399
C -1.286 -1.480 -0.071
C -2.597 1.099 -0.534
C 1.348 0.260 0.631
```

For the largest force on an atom, the calculation gives 0.008 hartree/bohr. Its orbital gap is 10.27 eV. As for the electronic energy: -291.14313 hartree. Its relative energy (zero: lowest compared OMol25 entry of this formula, charge and spin) is 0.425 eV. Its SMILES is CCC/C(C)=N/C.

natural (NBO) atomic charge list, values in e, 8 entries: number 1, H, carries 0.203; number 2, H, carries 0.210; number 3, H, carries 0.170; number 4, C, carries -0.612; number 5, H, carries 0.234; number 6, H, carries 0.206; number 7, C, carries -0.443; number 8, N, carries -0.439


Record 4
The following is a DFT calculation (ωB97M-V with the def2-TZVPD basis set) of an isolated molecule of C11H23NO2S at a distorted geometry.

```
38
C11H23NO2S | the OMol25 dataset | ωB97M-V with the def2-TZVPD basis set
C -2.286 1.816 -1.788
O -2.030 -1.820 3.247
H -0.153 -3.748 3.002
C 0.153 1.809 -2.288
H 0.584 1.004 0.031
H -1.016 2.051 2.554
S -1.666 -2.272 1.881
N -0.779 -1.030 1.055
H 0.739 -3.324 0.171
C -0.947 1.138 -1.453
H 1.121 1.332 -2.049
H 1.767 -3.261 1.638
H 0.329 0.934 2.613
H -3.138 0.074 1.992
H -0.032 1.673 -3.361
H -3.140 1.323 -1.356
C -1.175 0.413 1.160
H -3.028 1.590 1.152
C -0.743 1.004 2.492
H -2.414 1.817 -2.855
H -0.749 -4.427 1.431
H -1.814 -0.833 -1.395
H 1.312 -0.951 0.495
H 0.246 2.876 -2.078
O -2.818 -2.731 1.060
C -0.496 1.232 0.019
H -0.115 -0.816 -1.877
C 0.801 -2.937 1.217
H 1.015 -1.131 2.189
C 0.638 -1.442 1.224
H -1.365 -0.332 -3.042
H -2.242 2.882 -1.418
C -2.702 0.560 1.134
H -0.597 2.286 0.285
C -1.064 -0.300 -1.969
C -0.379 -3.541 1.946
H -3.116 0.057 0.290
H -1.206 0.529 3.346
```

For the largest force on an atom, the calculation gives 0.069 hartree/bohr. Its orbital gap is 9.83 eV. As for the electronic energy: -1036.32529 hartree. Its SMILES is CC(C)(C)CC(C)(C)N1CCCS1(=O)=O.

natural (NBO) atomic charge list, values in e, 8 entries: number 1, C, carries -0.604; number 2, O, carries -0.944; number 3, H, carries 0.255; number 4, C, carries -0.597; number 5, H, carries 0.203; number 6, H, carries 0.214; number 7, S, carries 2.212; number 8, N, carries -0.669


Record 5
The following is a DFT calculation (ωB97M-V with the def2-TZVPD basis set) of a structure of composition C18H15BrN4O6OsS4Sb.

```
50
C18H15BrN4O6OsS4Sb | the OMol25 dataset | ωB97M-V with the def2-TZVPD basis set
C 3.364 -1.607 1.664
H -1.990 -1.519 -0.710
C 3.643 -0.443 0.966
H -0.263 4.103 -1.184
H 1.691 -0.180 -4.441
C 1.638 -3.001 2.886
H -4.573 2.397 -2.880
H 0.767 -1.565 4.022
H 4.144 -2.292 1.970
N -1.350 -1.295 -1.453
C -2.840 1.988 -1.662
H 0.393 -4.445 4.607
S -1.284 0.093 3.576
C -3.626 2.765 -2.506
C -1.615 2.433 -1.152
H -1.590 -2.885 -2.851
O 1.927 -4.160 2.653
C 2.048 -1.860 2.003
N 0.898 -2.568 3.937
H -3.208 1.002 -1.393
C -1.079 -1.977 -2.584
O 0.078 -2.690 -5.121
H 2.787 1.322 0.076
C 0.047 -3.422 4.722
H 0.033 -1.159 1.839
Sb 0.126 1.831 4.424
O 1.060 1.764 -1.502
C 1.150 0.961 -2.484
C -3.180 4.024 -2.859
C 2.605 0.398 0.605
S 2.223 1.020 4.320
H 0.124 -3.119 5.770
H -1.589 -2.472 4.248
C 1.068 -0.987 1.575
C 0.497 -1.713 -4.548
N -0.578 -0.213 -1.344
S -1.801 1.319 1.655
Os -0.366 1.287 0.052
C 0.194 -0.185 -2.417
O -1.297 -3.392 4.283
C -1.210 3.715 -1.541
H -1.634 5.496 -2.674
S -0.540 2.896 1.951
N 1.325 0.116 0.877
O 1.949 1.032 -3.423
C -0.084 -1.294 -3.243
O 1.481 -0.973 -5.026
H 4.657 -0.169 0.711
C -1.973 4.509 -2.387
Br -4.245 5.110 -4.007
```

For the largest force on an atom, the calculation gives 0.016 hartree/bohr. Its orbital gap is 6.33 eV. As for the electronic energy: -5863.32504 hartree. Its charge is -1.

natural (NBO) atomic charge list, values in e, 8 entries: number 1, C, carries -0.105; number 2, H, carries 0.428; number 3, C, carries -0.247; number 4, H, carries 0.207; number 5, H, carries 0.512; number 6, C, carries 0.671; number 7, H, carries 0.213; number 8, H, carries 0.430


Record 6
The following is a DFT calculation (ωB97M-V with the def2-TZVPD basis set) of a cluster of 13 separate species, C60H66O3 in total at a distorted geometry.

```
129
C60H66O3 | the OMol25 dataset | ωB97M-V with the def2-TZVPD basis set
C 6.800 17.379 12.947
C 6.695 16.562 15.605
H 6.553 16.218 16.648
C 7.570 14.698 10.785
H 17.972 15.596 12.475
H 11.368 18.191 16.269
H 10.690 12.163 17.533
H 13.996 21.787 12.185
C 13.345 21.709 8.857
C 11.411 11.568 12.309
H 10.708 20.846 10.519
C 5.956 15.874 14.687
H 11.452 16.204 8.012
H 9.483 11.008 15.075
H 10.730 19.866 8.184
H 8.229 16.347 7.874
H 13.078 10.353 11.721
C 7.474 19.378 8.868
C 16.333 14.396 11.551
H 10.358 16.077 15.634
H 9.644 21.973 13.711
H 6.229 12.602 8.409
H 11.007 9.096 15.336
H 11.743 18.349 10.822
C 10.921 18.982 14.390
H 8.346 16.679 10.487
H 11.465 12.254 11.444
H 10.965 17.547 8.603
H 8.090 18.174 15.899
C 15.514 13.315 11.694
H 9.240 15.769 13.346
H 14.287 16.561 13.407
H 10.874 20.119 12.598
H 6.863 17.766 11.883
H 13.329 14.773 12.532
C 8.588 20.478 10.700
H 12.943 22.367 8.037
H 9.278 13.982 16.554
C 15.239 18.518 16.628
H 16.522 12.237 14.729
C 9.765 20.496 9.996
C 10.305 17.093 11.975
C 14.789 17.128 14.187
C 7.435 20.010 10.113
H 5.230 15.145 14.982
H 6.591 19.040 8.338
H 6.529 20.157 10.721
H 11.549 18.234 13.904
C 17.313 14.718 12.552
C 6.992 13.576 10.254
H 15.793 15.474 14.993
H 16.416 16.784 17.169
H 13.696 20.092 7.543
C 11.231 15.073 12.913
H 8.479 20.938 11.705
C 7.558 17.608 15.181
H 13.934 18.951 13.609
H 14.358 20.179 15.724
C 11.517 17.406 11.363
H 15.359 19.015 17.564
C 8.665 19.292 8.180
C 5.965 16.329 13.344
H 8.291 18.762 13.520
H 13.138 23.187 10.331
H 12.902 16.124 15.716
H 9.514 17.871 11.887
C 7.168 14.522 8.062
C 10.114 19.945 16.384
C 14.202 20.072 10.841
C 10.570 20.114 13.665
C 16.533 12.855 13.861
C 13.487 22.183 10.124
H 7.796 14.735 11.797
H 17.377 17.825 13.857
C 13.639 20.382 8.542
C 10.151 15.961 12.758
H 6.671 12.715 10.876
H 9.784 14.626 9.445
H 16.286 14.977 10.641
C 14.059 19.570 9.557
C 10.378 11.632 13.186
H 13.035 12.642 18.098
O 18.281 17.918 13.557
C 12.497 13.331 17.459
C 9.804 19.873 8.725
C 10.935 15.276 16.159
H 7.181 14.346 6.958
H 10.973 14.728 10.325
C 13.076 14.460 16.898
C 15.486 16.470 15.217
H 14.360 18.554 9.358
C 7.644 17.969 13.876
C 9.847 21.091 14.281
C 11.136 13.140 17.290
C 9.654 21.044 15.642
H 12.844 8.781 13.516
H 18.549 18.809 13.724
H 13.549 16.745 11.098
H 14.989 12.966 10.820
H 8.783 18.890 7.211
C 10.277 10.839 14.337
C 14.605 19.151 15.544
H 9.174 21.892 16.102
O 10.714 14.408 9.443
C 15.791 17.196 16.415
C 12.309 15.355 16.173
C 10.778 18.920 15.751
C 12.195 9.607 13.507
C 17.454 13.911 13.672
C 13.930 21.386 11.152
C 12.473 15.379 12.341
C 7.903 15.822 9.986
C 11.159 9.767 14.439
C 12.304 10.501 12.490
C 6.696 13.474 8.859
H 11.129 14.176 13.565
H 14.154 14.585 16.994
C 12.596 16.546 11.570
H 14.530 19.334 11.539
H 9.999 19.980 17.449
H 5.320 15.838 12.638
O 11.282 17.123 7.803
C 7.817 15.651 8.625
C 15.586 12.587 12.913
C 10.344 14.106 16.657
C 14.442 18.435 14.361
H 14.850 11.792 13.175
H 9.654 12.442 13.145
H 18.255 14.107 14.381
```

For the largest force on an atom, the calculation gives 0.057 hartree/bohr. Its orbital gap is 9.72 eV. As for the electronic energy: -2551.55473 hartree. Its relative energy (zero: lowest compared OMol25 entry of this formula, charge and spin) is 1.172 eV.

Mulliken atomic charge list, values in e, 8 entries: number 1, C, carries -0.292; number 2, C, carries -0.838; number 3, H, carries 0.363; number 4, C, carries -0.213; number 5, H, carries 0.452; number 6, H, carries 0.405; number 7, H, carries 0.339; number 8, H, carries 0.383